Entry 1:
C18H38Cl12NO2 | wB97M-V/def2-TZVPD

Calculated values
HOMO level, eV: -1.2
Calculated total energy, Eh: -6436.1212
Frontier orbital gap, eV: 3.29
F_max, eV/A: 1.7
Molar mass, g mol⁻¹: 725.9
Total charge: -1

Cartesian coordinates (Å):
N (-2.60487, 0.15091, 0.97993)
C (-1.41134, -0.42031, 0.37569)
C (-0.23985, 0.54557, 0.26175)
O (-0.64098, 1.55584, -0.71348)
C (1.01626, -0.21096, -0.25023)
C (2.23909, -0.15980, 0.64458)
C (2.66083, 1.30869, 0.87058)
C (3.21462, 1.57915, 2.26245)
O (2.83835, 2.89307, 2.74418)
H (-2.77438, 1.08665, 0.63871)
H (-2.59950, 0.11338, 1.98585)
H (-1.07142, -1.29839, 0.91007)
H (-1.67562, -0.76286, -0.62653)
H (-0.08345, 1.01343, 1.22489)
H (-0.78247, 1.03959, -1.51878)
H (1.21897, 0.12694, -1.26807)
H (0.73351, -1.26370, -0.31719)
H (1.95053, -0.56851, 1.62164)
H (1.82231, 2.00698, 0.75396)
H (3.47054, 1.52919, 0.17503)
H (2.80506, 0.87300, 2.97423)
H (4.29956, 1.53893, 2.27468)
H (3.36148, 3.54020, 2.25875)
Cl (5.97908, 0.14476, 1.42157)
C (6.93353, 0.57094, -0.01071)
C (7.32044, 2.02914, -0.03236)
Cl (5.92784, 3.10999, -0.28227)
H (6.35379, 0.29136, -0.88761)
H (7.83789, -0.03996, 0.01456)
H (8.01149, 2.20981, -0.85501)
H (7.80386, 2.32081, 0.89666)
Cl (2.60994, -1.74490, 3.61181)
C (3.65734, -3.18035, 3.55535)
C (4.17523, -3.42188, 2.15942)
Cl (2.88051, -3.95010, 1.05784)
H (3.09483, -4.03811, 3.91774)
H (4.48672, -2.99657, 4.23834)
H (4.91866, -4.21926, 2.17833)
H (4.63003, -2.52470, 1.73997)
Cl (-5.77604, -2.42642, -1.52172)
C (-5.64209, -0.71249, -1.03851)
C (-6.87660, -0.22620, -0.33256)
Cl (-8.29144, -0.11934, -1.42290)
H (-5.43719, -0.12576, -1.93032)
H (-4.78366, -0.63284, -0.36747)
H (-6.70122, 0.77506, 0.05540)
H (-7.14428, -0.87670, 0.49535)
Cl (7.53227, -2.41389, 2.21662)
C (8.70343, -3.65088, 1.69940)
C (9.38057, -3.27210, 0.40752)
Cl (8.25820, -3.30417, -0.97522)
H (8.17839, -4.59868, 1.60993)
H (9.44939, -3.74202, 2.48815)
H (10.17758, -3.98114, 0.18873)
H (9.81079, -2.27535, 0.46648)
Cl (-4.30337, 2.78364, -0.20261)
C (-3.14504, 3.52214, -1.34076)
C (-3.82777, 4.04421, -2.57740)
Cl (-4.46854, 2.72913, -3.60004)
H (-2.39101, 2.77603, -1.57346)
H (-2.65926, 4.33966, -0.81252)
H (-3.11071, 4.59673, -3.18155)
H (-4.65434, 4.70526, -2.32932)
Cl (-11.90919, -1.72953, -4.33005)
C (-11.43605, -0.12314, -3.71962)
C (-12.55690, 0.55481, -2.97664)
Cl (-13.89727, 1.02656, -4.05602)
H (-11.10257, 0.47148, -4.56554)
H (-10.59520, -0.27099, -3.04614)
H (-12.18642, 1.46700, -2.51289)
H (-12.96285, -0.08804, -2.20064)

---

Entry 2:
C19H16ClN3O2 | wB97M-V/def2-TZVPD

Calculated values
HOMO level, eV: -8.4
SMILES: O=C(Cc1cccc2ccccc12)NNC(=O)Nc1ccc(Cl)cc1
Relative energy (zero: lowest compared OMol25 entry of this formula, charge and spin), kcal/mol: 0.0
Calculated total energy, Eh: -1508.6185
Frontier orbital gap, eV: 8.80
F_max, eV/A: 0.7
Molar mass, g mol⁻¹: 353.8

Cartesian coordinates (Å):
O (0.38228, -1.74987, -1.84644)
C (1.19900, -1.75725, -0.94711)
C (2.65507, -2.16364, -1.09354)
C (3.57440, -1.26152, -0.31565)
C (4.29378, -1.75790, 0.74180)
C (5.14262, -0.93673, 1.49737)
C (5.26434, 0.38776, 1.19197)
C (4.54108, 0.94487, 0.11706)
C (4.64983, 2.31328, -0.20723)
C (3.93935, 2.84748, -1.24406)
C (3.08826, 2.03178, -2.00355)
C (2.96168, 0.70078, -1.71705)
C (3.68067, 0.11561, -0.65202)
N (0.85046, -1.46518, 0.32834)
N (-0.43051, -0.95215, 0.57907)
C (-0.48402, 0.08759, 1.47727)
O (0.46978, 0.38831, 2.16747)
N (-1.68600, 0.73308, 1.60066)
C (-2.92151, 0.51295, 0.99103)
C (-3.35769, -0.75032, 0.59532)
C (-4.59869, -0.90721, 0.00580)
C (-5.42043, 0.19244, -0.18127)
Cl (-6.96860, -0.00688, -0.92124)
C (-5.01435, 1.45070, 0.23651)
C (-3.77326, 1.60530, 0.81971)
H (2.89814, -2.15856, -2.15796)
H (2.75199, -3.19009, -0.73249)
H (4.21106, -2.80394, 1.00225)
H (5.69445, -1.36446, 2.32124)
H (5.91282, 1.03061, 1.76931)
H (5.30822, 2.93213, 0.38567)
H (4.02728, 3.89644, -1.48632)
H (2.53018, 2.46334, -2.82165)
H (2.29997, 0.09338, -2.31453)
H (1.52299, -1.20532, 1.04321)
H (-0.97276, -0.92877, -0.28208)
H (-1.62605, 1.54903, 2.19553)
H (-2.74580, -1.61862, 0.77667)
H (-4.93036, -1.88660, -0.30038)
H (-5.66440, 2.30095, 0.10346)
H (-3.45460, 2.58415, 1.14696)